14
Properties=species:S:1:pos:R:3:nbo_charge:R:1 method="wB97M-V/def2-TZVPD" homo_ev="-8.50 / -8.50" de_lowest_kj_mol=74.42 gap_ha="0.2385 / 0.2385" lumo_energy_ha="-0.074 / -0.074"
S -0.2116 0.0056 1.8890 0.247
Cl 3.1915 -0.5133 1.4901 0.144
Br 1.8067 2.1674 0.2928 0.119
O -0.5280 0.5065 -1.8701 -0.570
C 1.4180 0.3932 -0.4418 -0.298
C -0.1000 0.3714 -0.7519 0.614
H -2.5734 0.3278 -0.8101 0.244
C 1.8184 -0.6699 0.5113 -0.169
Cl 2.2741 0.1851 -1.9988 0.053
C -2.2871 -0.0191 0.1803 -0.416
H -2.8312 0.5395 0.9397 0.208
Br 1.3959 -2.4159 -0.0584 0.203
H -2.5084 -1.0814 0.2840 0.206
N -0.8649 0.2030 0.3439 -0.584

---

10
Properties=species:S:1:pos:R:3:nbo_charge:R:1 method="wB97M-V/def2-TZVPD" homo_ev=-9.46 smiles="Cl/C=C/Br.C#CCl" de_lowest_kj_mol=171.13 gap_ha=0.3635 lumo_energy_ha=0.016
H -1.4391 -3.3211 -0.1016 0.236
C -2.0785 -1.1840 0.1123 -0.132
Cl -0.8916 3.0330 0.0725 0.013
C -1.6251 -2.3054 -0.0803 -0.244
H 1.1202 2.5602 0.8695 0.220
H 0.2776 0.6342 -1.3524 0.245
Br 2.1857 -0.1348 0.4872 0.024
C 0.6788 0.8492 -0.3621 -0.266
Cl -2.7953 0.1897 0.6291 0.140
C 0.5127 2.0569 0.1588 -0.236

---

10
Properties=species:S:1:pos:R:3:nbo_charge:R:1 method="wB97M-V/def2-TZVPD" homo_ev="-17.55 / -17.56" total_charge=+2 gap_ha="0.2282 / 0.2286" lumo_energy_ha="-0.417 / -0.417"
H -1.8385 -0.0703 -0.4790 0.367
C 0.4148 -1.7096 0.3323 -0.416
Cd 2.3831 0.3569 -0.6230 1.469
C -0.3254 1.4170 -0.6632 0.798
O 0.8104 1.6842 -0.8212 -0.658
H -2.2664 1.8169 -0.5430 0.335
C -1.5387 0.9794 -0.4551 -0.811
H 2.1864 -3.1396 0.7058 0.268
C 1.3627 -2.4667 0.5100 -0.339
Li -1.1886 1.1318 2.0363 0.988

---

11
Properties=species:S:1:pos:R:3:nbo_charge:R:1 method="wB97M-V/def2-TZVPD" homo_ev=-9.04 de_lowest_kj_mol=34.69 gap_ha=0.2900 lumo_energy_ha=-0.042
H -1.0461 -1.5226 0.2112 0.241
C -1.5299 -0.6297 0.7163 -0.316
F 0.5596 -1.4544 -1.0215 -0.338
H -1.1853 1.7708 0.7707 0.254
H 1.0338 1.6091 0.0995 0.222
C -0.7917 0.6741 0.6206 -0.242
Cl 1.4466 0.3746 -2.3431 0.021
C 0.4438 0.7524 0.0842 -0.199
S -2.9411 -0.7033 1.5614 0.077
C 1.2299 -0.2818 -0.7331 0.252
Cl 2.7805 -0.5892 0.0338 0.028

---

12
Properties=species:S:1:pos:R:3:nbo_charge:R:1 method="wB97M-V/def2-TZVPD" homo_ev=-9.68 smiles="O=P(Cl)(Cl)c1cccs1" de_lowest_kj_mol=0.00 gap_ha=0.3656 lumo_energy_ha=0.010
C 1.9391 -1.0363 -0.1272 -0.399
Cl -2.4020 1.1327 -1.6104 -0.227
O -2.9147 -1.3348 -0.2152 -1.040
P -2.2270 -0.0665 -0.0388 1.746
C -0.2964 -0.1980 0.3115 -0.569
C 1.9123 0.3188 0.0030 -0.260
H 2.7891 -1.6628 -0.3132 0.241
H 2.7853 0.9422 -0.0764 0.231
S 0.3851 -1.7457 0.0296 0.519
H 0.3601 1.8537 0.3181 0.236
Cl -2.9418 0.9821 1.5004 -0.239
C 0.6109 0.8145 0.2186 -0.238

---

11
Properties=species:S:1:pos:R:3:nbo_charge:R:1 method="wB97M-V/def2-TZVPD" homo_ev=-11.05 smiles=N#C[C@]1([C@@H](F)Cl)CO1 de_lowest_kj_mol=363.30 gap_ha=0.4175 lumo_energy_ha=0.011
F -0.7500 0.5376 -1.7555 -0.317
O -1.5253 1.1383 0.6466 -0.455
C 0.1641 -0.3748 1.7693 0.235
C -0.2403 0.3891 0.5493 0.020
C -0.3328 -0.3079 -0.8183 0.261
H -0.2158 2.3979 1.7945 0.215
Cl 1.1887 -1.3699 -1.4014 -0.090
H 0.1080 2.6706 -0.1654 0.210
C -0.4176 1.9645 0.7776 -0.033
N 0.7325 -0.6988 2.8405 -0.255
H -1.3157 -0.8583 -0.7299 0.209

---

12
Properties=species:S:1:pos:R:3:nbo_charge:R:1 method="wB97M-V/def2-TZVPD" homo_ev="-8.31 / -8.31" de_lowest_kj_mol=314.50 gap_ha="0.2919 / 0.2919" lumo_energy_ha="-0.013 / -0.013"
C -1.2140 -0.7501 0.9953 -0.455
H 1.1809 -0.4420 -1.6446 0.254
H -0.6364 -1.0071 1.8597 0.260
C -0.5753 -0.5056 -0.2388 -0.029
Cl 1.6774 -1.7818 0.2080 -0.030
O 1.0725 2.4532 -0.0062 -0.459
N -1.4394 -0.0924 -1.1603 -0.177
C 1.7223 1.4976 0.0976 0.475
N -2.6419 0.0904 -0.7890 -0.343
H 2.8840 1.3155 0.4135 0.157
S -2.8179 -0.2795 0.8317 0.653
C 0.7880 -0.4982 -0.5668 -0.306

---

11
Properties=species:S:1:pos:R:3:nbo_charge:R:1 method="wB97M-V/def2-TZVPD" homo_ev="-8.90 / -8.90" de_lowest_kj_mol=274.22 gap_ha="0.2761 / 0.2761" lumo_energy_ha="-0.051 / -0.051"
H 1.2320 1.5231 -1.3406 0.250
S 0.9389 -0.9622 -1.1802 -0.035
C -0.7115 -1.9246 1.0752 0.198
N -1.5915 -2.6707 0.9390 -0.232
H -1.0581 1.9574 -0.1408 0.198
C -0.4204 1.0688 -0.0824 0.236
N -0.5562 0.4628 0.9886 -0.428
Cl 1.6074 -0.6075 2.1302 0.092
C 0.1118 -0.7101 1.1962 0.131
H 0.0460 1.1140 -2.2836 0.269
C 0.4015 0.7490 -1.3016 -0.678

---

9
Properties=species:S:1:pos:R:3:nbo_charge:R:1 method="wB97M-V/def2-TZVPD" homo_ev=-8.06 smiles="C=CC1=C(Cl)O1" de_lowest_kj_mol=429.94 gap_ha=0.3157 lumo_energy_ha=0.020
C 1.8172 -0.0919 0.2084 -0.361
H 2.0730 -1.1101 0.4474 0.210
O -1.4977 -1.4627 -0.3366 -0.519
Cl -3.5912 0.4797 0.0599 0.109
H 2.6403 0.5771 0.3109 0.206
C 0.6792 0.4290 -0.0506 -0.238
C -2.0511 -0.1927 -0.0456 0.182
C -0.7670 -0.1307 -0.1451 0.181
H 0.6974 1.5023 -0.4486 0.229

---

10
Properties=species:S:1:pos:R:3:nbo_charge:R:1 method="wB97M-V/def2-TZVPD" homo_ev=-10.29 smiles="FC1(F)C=CN=C1" de_lowest_kj_mol=135.92 gap_ha=0.3621 lumo_energy_ha=-0.016
C -1.1379 0.2056 -0.5658 0.079
H 0.8262 2.2198 0.8157 0.235
C 0.8692 -0.0712 0.6436 -0.307
F -0.7220 -1.9059 0.4229 -0.315
N -0.7293 1.3930 -0.2669 -0.373
H -1.8409 -0.0758 -1.2142 0.189
C -0.0753 -0.8969 -0.1846 0.610
F 0.5520 -1.4722 -1.3593 -0.351
H 1.7672 -0.5956 1.1291 0.249
C 0.4908 1.1992 0.5793 -0.017

---

10
Properties=species:S:1:pos:R:3:nbo_charge:R:1 method="wB97M-V/def2-TZVPD" homo_ev=-9.16 smiles="C=CC(F)=C(F)F" de_lowest_kj_mol=46.85 gap_ha=0.3612 lumo_energy_ha=0.025
C 1.4179 1.2443 0.1616 -0.365
F -1.6418 -2.3698 -0.7282 -0.298
C -1.3808 -1.1780 -0.1258 0.672
F 0.7050 -1.1898 -1.1985 -0.311
C -0.1719 -0.5836 -0.3262 0.219
F -2.3311 -0.7036 0.7288 -0.300
H 1.5940 2.2400 0.5816 0.209
H -0.5169 1.0731 1.0510 0.231
C 0.2103 0.6704 0.3569 -0.266
H 2.1153 0.7971 -0.5013 0.209

---

10
Properties=species:S:1:pos:R:3:nbo_charge:R:1 method="wB97M-V/def2-TZVPD" homo_ev=-10.13 smiles=FC1(F)[C@H]2C[C@]21F de_lowest_kj_mol=137.09 gap_ha=0.4089 lumo_energy_ha=0.037
F -2.2730 1.2976 0.8528 -0.322
H 1.0479 -0.6121 0.3754 0.230
F -3.2062 0.0724 -0.6847 -0.306
C -2.0680 0.3093 -0.0300 0.680
H 0.1319 0.6542 1.3054 0.219
H -0.4958 0.0589 -1.7253 0.246
C 0.1036 -0.1102 0.5393 -0.420
C -0.7566 0.0818 -0.6880 -0.337
F -1.3373 -2.2463 0.3476 -0.290
C -1.1204 -0.9307 0.3824 0.300

---

Copy entry 2 word for word.
10
Properties=species:S:1:pos:R:3:nbo_charge:R:1 method="wB97M-V/def2-TZVPD" homo_ev=-9.46 smiles="Cl/C=C/Br.C#CCl" de_lowest_kj_mol=171.13 gap_ha=0.3635 lumo_energy_ha=0.016
H -1.4391 -3.3211 -0.1016 0.236
C -2.0785 -1.1840 0.1123 -0.132
Cl -0.8916 3.0330 0.0725 0.013
C -1.6251 -2.3054 -0.0803 -0.244
H 1.1202 2.5602 0.8695 0.220
H 0.2776 0.6342 -1.3524 0.245
Br 2.1857 -0.1348 0.4872 0.024
C 0.6788 0.8492 -0.3621 -0.266
Cl -2.7953 0.1897 0.6291 0.140
C 0.5127 2.0569 0.1588 -0.236

---

Please write out number 3 again, unchanged.
10
Properties=species:S:1:pos:R:3:nbo_charge:R:1 method="wB97M-V/def2-TZVPD" homo_ev="-17.55 / -17.56" total_charge=+2 gap_ha="0.2282 / 0.2286" lumo_energy_ha="-0.417 / -0.417"
H -1.8385 -0.0703 -0.4790 0.367
C 0.4148 -1.7096 0.3323 -0.416
Cd 2.3831 0.3569 -0.6230 1.469
C -0.3254 1.4170 -0.6632 0.798
O 0.8104 1.6842 -0.8212 -0.658
H -2.2664 1.8169 -0.5430 0.335
C -1.5387 0.9794 -0.4551 -0.811
H 2.1864 -3.1396 0.7058 0.268
C 1.3627 -2.4667 0.5100 -0.339
Li -1.1886 1.1318 2.0363 0.988